The following is a DFT calculation (ωB97M-V/def2-TZVPD) of a cluster of 2 separate species, CHClF2N2 in total in a non-equilibrium geometry.

The calculation puts the energy above the lowest of the compared OMol25 structures with the same formula, charge and spin at 200.1 kJ/mol. For the HOMO-LUMO gap (spin up / spin down), the calculation gives 8.565 / 8.974 eV. Its spin multiplicity is 1. For the highest occupied orbital energy (spin up / spin down), the calculation gives -9.055 / -9.607 eV. As for the total energy: -21984.285 eV.

Last column: Löwdin charge in e.
CARTESIAN COORDINATES (ANGSTROEM)
N -0.712 1.335 0.104  0.00
F -1.201 1.353 -1.118  -0.04
C 0.469 -0.490 0.173  -0.67
F -1.816 0.914 0.875  -0.13
H 2.029 -1.192 -0.860  0.14
Cl 0.023 -1.436 1.585  0.62
N 1.208 -0.483 -0.758  0.08